Entry 1:
This record from the Open Molecules 2025 dataset describes an isolated molecule of C24H36BrCl2F10N2O6P in a non-equilibrium geometry. The level of theory is wB97M-V/def2-TZVPD.

```
82
Properties=species:S:1:pos:R:3:lowdin_charge:R:1
C 4.8343 -0.5750 0.3282 -0.1056
C 4.3073 -0.0060 -0.9920 -0.2604
C 2.7730 -0.0887 -1.0517 -0.1585
C 1.9977 0.9615 -1.9001 -0.2800
C 2.8724 1.7988 -2.8389 -0.0511
C 0.9261 1.7599 -1.0685 -0.3670
C 0.1620 2.7271 -2.0143 -0.1534
C 0.5339 4.1957 -1.9995 -0.8411
O 1.5640 4.6458 -2.3312 0.0456
Br -0.9659 5.3867 -1.6275 0.6969
O 0.1033 0.6555 -0.6243 -0.1447
C -1.1070 0.6186 0.0828 -0.6481
Cl -1.4852 2.1921 0.8695 0.8191
C -0.9423 -0.4143 1.2216 -0.1537
C 0.0087 -1.5852 0.9316 -0.1651
C -0.3168 -2.8657 1.7276 -0.1797
C 0.5251 -2.9992 3.0077 -0.1598
C 1.9732 -3.3463 2.6912 -0.1848
O 2.7830 -3.4156 3.8737 -0.0039
C 2.9124 -2.3147 4.6537 -0.5508
C 3.1565 -0.9939 3.9570 0.0176
O 2.9504 -2.4270 5.8350 0.1341
C -2.3424 0.1974 -0.8515 -0.1163
N -3.3954 1.1892 -0.8484 -0.1148
F -3.1572 2.1357 -1.8760 -0.0235
C -4.7937 0.8078 -0.9409 -0.1902
C -5.6904 1.9642 -0.5088 -0.2403
C -5.4096 2.4472 0.9075 -0.5687
Cl -5.7391 1.1641 2.1153 0.5474
C -2.0124 -0.2993 -2.3016 -0.3444
F -3.1694 -0.3550 -2.9994 0.1222
F -1.2047 0.5590 -2.9558 0.1366
C -1.3384 -1.7004 -2.5473 -0.3165
F -0.0449 -1.6027 -2.2146 0.1404
F -1.4129 -1.8879 -3.8688 0.1643
C -1.8466 -3.0589 -1.8602 -0.3043
F -0.9701 -3.3713 -0.8948 0.1188
F -1.7997 -4.0061 -2.7955 0.1738
C -3.2589 -3.1687 -1.1866 -0.5561
F -3.6623 -4.4156 -1.2056 0.2162
F -3.1902 -2.7617 0.0782 0.1689
F -4.1699 -2.4167 -1.7963 0.1861
P 1.6528 2.6945 0.3941 0.5453
N 1.1238 4.1162 0.6516 -0.1409
O 3.2190 2.7379 0.0570 -0.1288
O 1.5798 1.5679 1.5431 -0.1542
H 4.4850 -1.6048 0.4809 0.0713
H 5.9293 -0.5881 0.3493 0.0730
H 4.4925 0.0355 1.1728 0.0623
H 4.7423 -0.5845 -1.8185 0.1093
H 4.6607 1.0206 -1.1094 0.0901
H 2.5100 -1.0816 -1.4412 0.1188
H 2.3906 -0.0894 -0.0285 0.0737
H 1.3328 0.3866 -2.5575 0.1232
H 3.6601 1.1590 -3.2508 0.0876
H 2.2987 2.1770 -3.6918 0.0822
H 3.3535 2.6544 -2.3673 0.0687
H 0.3552 2.3841 -3.0372 0.1232
H -0.9119 2.6672 -1.8568 0.0547
H -0.5543 0.1494 2.0742 0.0927
H -1.9304 -0.7826 1.5247 0.1169
H 1.0134 -1.2515 1.2102 0.0873
H 0.0636 -1.7959 -0.1371 0.0868
H -1.3764 -2.8674 2.0079 0.1067
H -0.1398 -3.7502 1.1050 0.1066
H 0.1262 -3.7992 3.6443 0.1276
H 0.4562 -2.0736 3.5972 0.1231
H 2.0254 -4.3492 2.2557 0.1359
H 2.4197 -2.6609 1.9618 0.1020
H 4.2389 -0.8405 3.9080 0.1004
H 2.7534 -0.9400 2.9443 0.0479
H 2.7201 -0.2015 4.5734 0.0945
H -2.7995 -0.6510 -0.3301 0.1300
H -5.0739 0.4580 -1.9396 0.1215
H -4.9182 -0.0230 -0.2367 0.1075
H -6.7292 1.6211 -0.5770 0.1144
H -5.5674 2.8096 -1.1945 0.1177
H -4.3637 2.7322 1.0318 0.0388
H -6.0448 3.2930 1.1733 0.0722
H 0.5719 4.2859 1.4812 0.0026
H 3.4607 3.6602 -0.1352 0.1006
H 1.8155 1.9943 2.3866 0.1019
```

Computed properties:
spin multiplicity: 1
M: 820.32 g mol⁻¹
strongest force on any atom: 1.1 eV Å⁻¹
calculated total energy: -172287.6482 eV
frontier orbital gap: 9.65 eV
HOMO: -9.379 eV
structure (SMILES): CCC[C@H](C)[C@@](CC(=O)Br)(O[C@](Cl)(CCCCCOC(C)=O)[C@@H](N(F)CCCCl)C(F)(F)C(F)(F)C(F)(F)C(F)(F)F)P(=N)(O)O

Entry 2:
This record from the Open Molecules 2025 dataset describes a 2-piece molecular cluster, H7PSi2 overall in a non-equilibrium geometry. The level of theory is wB97M-V/def2-TZVPD.

```
10
Properties=species:S:1:pos:R:3:nbo_charge:R:1
Si 1.7324 0.0124 0.2057 0.6007
Si -1.7280 -0.2311 0.1607 0.5995
P -0.0894 1.3017 0.0625 -0.3551
H 1.4804 -1.4094 -0.0379 -0.1532
H 2.2094 0.1582 1.5842 -0.1497
H 2.7394 0.4903 -0.7372 -0.1367
H -2.4115 -0.3544 -1.1217 -0.1348
H -1.2261 -1.5543 0.5520 -0.1519
H -2.6564 0.2245 1.1983 -0.1490
H -0.0504 1.3621 -1.8666 0.0302
```

Computed properties:
spin multiplicity: 1
M: 94.20 g mol⁻¹
strongest force on any atom: 3.6 eV Å⁻¹
calculated total energy: -25155.0568 eV
frontier orbital gap: 9.31 eV
HOMO: -9.527 eV
energy relative to the best compared isomer or geometry (same formula, charge and spin): 33.17 kJ/mol

Entry 3:
This record from the Open Molecules 2025 dataset describes an isolated molecule of C22H26N4O4S. The level of theory is wB97M-V/def2-TZVPD.

```
57
Properties=species:S:1:pos:R:3:nbo_charge:R:1
C 1.8265 4.3998 -1.8409 -0.6389
C 2.9131 3.5598 -2.5010 -0.0635
O 2.5422 2.1945 -2.6208 -0.5049
C 2.3771 1.3835 -1.5513 0.3906
C 1.6351 0.2403 -1.8271 -0.3161
C 1.3983 -0.7221 -0.8572 0.1833
N 0.6659 -1.8555 -1.1155 -0.5657
C 0.3190 -2.7628 -0.1694 0.3179
S -0.6394 -4.0310 -0.6302 -0.2608
N 0.7963 -2.5797 1.0917 -0.4644
C 0.3531 -3.4511 2.1685 -0.2300
C -0.7168 -2.7660 3.0206 -0.4049
C -1.9726 -2.4266 2.2174 -0.5114
C -1.7476 -1.2404 1.2918 0.6927
O -1.0303 -0.2979 1.5698 -0.6649
N -2.4273 -1.3084 0.1269 -0.6064
C -2.3866 -0.2516 -0.8616 -0.2725
C -3.6387 0.5879 -0.8192 0.2082
C -3.9769 1.2967 0.3301 -0.2502
C -5.1494 2.0313 0.3319 -0.1653
C -5.9373 2.0349 -0.8098 -0.2642
C -5.5083 1.2986 -1.9025 0.0394
N -4.3921 0.5901 -1.9090 -0.4340
C 1.6392 -1.5260 1.4703 0.6905
O 2.0937 -1.4816 2.5921 -0.5913
C 1.9085 -0.5438 0.4278 -0.1469
C 2.6573 0.5965 0.7127 -0.2215
C 2.9106 1.5591 -0.2461 0.2000
O 3.6612 2.6724 -0.0036 -0.5201
C 4.1049 2.9297 1.3168 -0.0621
C 4.8066 4.2789 1.3042 -0.6186
H 0.8829 4.2720 -2.3666 0.2128
H 1.6913 4.1026 -0.8045 0.2137
H 2.1092 5.4484 -1.8711 0.2161
H 3.0524 3.8750 -3.5391 0.1873
H 3.8595 3.6638 -1.9658 0.1953
H 1.2440 0.1253 -2.8257 0.2279
H 0.2995 -2.0174 -2.0443 0.4326
H -0.0303 -4.3710 1.7242 0.2409
H 1.2237 -3.6726 2.7900 0.2334
H -0.9740 -3.4345 3.8428 0.2160
H -0.3025 -1.8454 3.4351 0.2399
H -2.7716 -2.1409 2.9070 0.2364
H -2.3054 -3.2941 1.6461 0.2261
H -3.0162 -2.1019 -0.0697 0.4097
H -1.5155 0.3680 -0.6236 0.2422
H -2.2813 -0.6825 -1.8597 0.2187
H -3.3260 1.2680 1.1903 0.2325
H -5.4439 2.5939 1.2062 0.2169
H -6.8587 2.5946 -0.8504 0.2193
H -6.0828 1.2672 -2.8191 0.1921
H 3.0340 0.6866 1.7179 0.2470
H 3.2487 2.9505 2.0034 0.1789
H 4.7990 2.1431 1.6403 0.1773
H 4.1193 5.0550 0.9779 0.2122
H 5.6517 4.2538 0.6214 0.2134
H 5.1635 4.5159 2.3020 0.2178
```

Computed properties:
spin multiplicity: 1
M: 442.54 g mol⁻¹
strongest force on any atom: 0.9 eV Å⁻¹
calculated total energy: -48223.3901 eV
frontier orbital gap: 8.40 eV
HOMO: -7.928 eV
energy relative to the best compared isomer or geometry (same formula, charge and spin): 104.35 kJ/mol
structure (SMILES): CCOc1cc2[nH]c(=S)n(CCCC(=O)NCc3ccccn3)c(=O)c2cc1OCC

Entry 4:
This record from the Open Molecules 2025 dataset describes an isolated molecule of CH3BrO3S in a non-equilibrium geometry. The level of theory is wB97M-V/def2-TZVPD.

```
9
Properties=species:S:1:pos:R:3:nbo_charge:R:1
C -0.1047 -0.3458 -0.9470 0.2009
O 1.4295 1.7354 1.7474 -0.8724
O -1.3507 0.2765 -1.1233 -0.7048
O 0.7123 0.6143 -0.2825 -0.6968
S 0.4014 0.8564 1.3509 1.4918
Br 0.6422 -1.1382 2.2811 -0.2380
H -2.0224 -0.3255 -0.8239 0.4754
H -0.2942 -1.2211 -0.4153 0.1605
H 0.5865 -0.4520 -1.7873 0.1834
```

Computed properties:
spin multiplicity: 1
M: 175.00 g mol⁻¹
strongest force on any atom: 3.0 eV Å⁻¹
calculated total energy: -88104.4744 eV
frontier orbital gap: 10.01 eV
HOMO: -10.047 eV
energy relative to the best compared isomer or geometry (same formula, charge and spin): 28.28 kJ/mol

Entry 5:
This record from the Open Molecules 2025 dataset describes C34H29N3O as an isolated structure in a non-equilibrium geometry. The level of theory is wB97M-V/def2-TZVPD.

```
67
Properties=species:S:1:pos:R:3:nbo_charge:R:1
C 0.2097 1.2823 -2.1909 -0.2517
C 1.2579 2.1047 -2.6911 0.2419
N 2.1544 2.7961 -3.0718 -0.3155
N -1.0485 1.6905 -2.7379 -0.2581
C -2.1012 0.8011 -2.8597 0.0581
C -3.3611 1.2762 -3.1984 -0.2110
C -3.5924 2.6417 -3.3712 -0.1591
C -2.5215 3.5173 -3.2506 -0.2059
C -1.2527 3.0371 -2.9737 0.0342
H 0.3311 0.1786 -2.3462 0.2512
H -1.8303 -0.2560 -2.7248 0.2466
H -4.1697 0.5457 -3.2907 0.2531
H -4.5816 3.0173 -3.5662 0.2403
H -2.6088 4.5940 -3.3555 0.2439
H -0.3810 3.6931 -2.9758 0.2564
C 7.0979 -0.1824 -1.2848 -0.3968
N 6.2089 -0.3761 -0.1445 -0.4940
C 6.6516 -1.4787 0.6957 -0.3967
C 4.8531 0.0094 -0.1834 0.1640
C 3.8837 -0.8322 -0.7921 -0.1736
C 2.5498 -0.4756 -0.7317 -0.2288
C 2.1710 0.7943 -0.2382 -0.1300
C 0.7953 1.2512 -0.2949 -0.0689
C -0.2273 0.5421 0.4076 -0.1215
C -1.4829 1.1788 0.6334 -0.1870
C -2.5274 0.5033 1.2219 -0.1757
C -3.8243 1.1413 1.4107 0.0380
C -4.2705 2.0562 0.4358 -0.2477
C -5.5000 2.6893 0.5889 -0.2175
C -6.3453 2.3190 1.6438 -0.2297
C -5.9170 1.3876 2.6050 -0.2098
C -4.6506 0.8298 2.5090 -0.2094
C -2.2943 -0.8456 1.7992 0.4539
O -3.1287 -1.3954 2.5544 -0.6601
C -1.0506 -1.5281 1.3930 -0.0911
C -0.8328 -2.9263 1.7441 0.0275
C 0.0157 -3.6702 0.9029 -0.2361
C 0.2952 -4.9965 1.1868 -0.2231
C -0.3134 -5.6154 2.2881 -0.2288
C -1.1876 -4.8942 3.1191 -0.2010
C -1.4216 -3.5420 2.8693 -0.2208
C -0.0556 -0.7952 0.8147 -0.2256
C 3.1414 1.6252 0.3788 -0.1090
C 4.4738 1.2567 0.3743 -0.2278
H 6.7229 0.6127 -1.9385 0.2122
H 8.0977 0.0773 -0.9069 0.1926
H 7.1968 -1.1163 -1.8612 0.1668
H 5.9626 -1.6310 1.5327 0.2121
H 6.7371 -2.4042 0.1055 0.1655
H 7.6537 -1.2291 1.0676 0.1937
H 4.2071 -1.7798 -1.2299 0.2138
H 1.8009 -1.2004 -1.0984 0.2158
H 0.6367 2.3425 -0.3038 0.2170
H -1.5725 2.2539 0.4384 0.2008
H -3.6209 2.2292 -0.4290 0.1927
H -5.7796 3.4570 -0.1395 0.2004
H -7.3455 2.7424 1.7110 0.2084
H -6.5499 1.0975 3.4457 0.2130
H -4.3014 0.1172 3.2623 0.2622
H 0.4448 -3.1621 0.0336 0.1973
H 0.9764 -5.5231 0.5193 0.2071
H -0.1010 -6.6657 2.4923 0.2080
H -1.6863 -5.3751 3.9662 0.2104
H -2.0694 -2.9703 3.5331 0.2545
H 0.9440 -1.2468 0.7596 0.2172
H 2.8055 2.5392 0.8659 0.2115
H 5.2285 1.8854 0.8718 0.2297
```

Computed properties:
spin multiplicity: 1
M: 495.63 g mol⁻¹
strongest force on any atom: 5.0 eV Å⁻¹
calculated total energy: -42242.2238 eV
frontier orbital gap: 4.66 eV
HOMO: -6.389 eV
energy relative to the best compared isomer or geometry (same formula, charge and spin): 84.06 kJ/mol

Entry 6:
This record from the Open Molecules 2025 dataset describes a 2-piece molecular cluster, C8H9N2O2 overall in a non-equilibrium geometry. The level of theory is wB97M-V/def2-TZVPD.

```
21
Properties=species:S:1:pos:R:3:nbo_charge:R:1
C -3.8655 0.1821 -0.5677 -0.3133
C -2.5208 -0.1089 -0.9467 -0.2121
C -3.7867 0.2390 0.7915 0.1731
C -1.7833 -0.0931 0.2336 0.0386
C 2.6977 0.5733 -1.0277 0.1759
C -0.3529 -0.3713 0.5237 0.3354
C 3.3630 -0.3359 -0.0651 -0.3283
C 1.6015 0.7992 0.8630 0.3367
N 1.6961 1.1724 -0.4959 -0.4289
N 2.6595 0.0736 1.1440 -0.5105
O 0.1731 -1.1641 -0.3803 -0.6285
O -2.5712 0.0773 1.3031 -0.3596
H -4.7227 0.1497 -1.1737 0.2597
H -1.9904 -0.4949 -1.9111 0.2320
H -4.6313 0.2698 1.5877 0.2362
H 2.8717 0.7332 -2.0664 0.2372
H 0.9001 1.2761 1.4716 0.2670
H 3.2193 -1.3825 -0.1938 0.2738
H 4.5372 -0.2611 -0.1030 0.2777
H -0.5155 -1.3565 -1.1005 0.4877
H 3.0212 0.0227 2.1138 0.4503
```

Computed properties:
spin multiplicity: 1
M: 165.17 g mol⁻¹
total charge: +1
strongest force on any atom: 4.1 eV Å⁻¹
calculated total energy: -15505.6794 eV
frontier orbital gap: 7.99 eV
HOMO: -12.602 eV
energy relative to the best compared isomer or geometry (same formula, charge and spin): 478.73 kJ/mol

Q: The highest strongest force on any atom belongs to which entry?
A: C34H29N3O